# C4H10N2O2

One molecule with the formula C4H10N2O2 (wB97M-V/def2-TZVPD, the Open Molecules 2025 dataset).

Calculated values
Spin multiplicity: 1
Charge: 0
E_LUMO in eV: 0.7
HOMO level in eV: -9.88
HOMO-LUMO gap in eV: 10.6
SMILES: CC(C)(O)NC(N)=O
Total energy in eV: -11386.6945

Last column: Löwdin charge in e.
Atoms and positions in Å:
1 C 0.64965 -1.08609 1.23730  -0.0096
2 C 0.47846 -0.61059 -0.21299  -0.6279
3 C 1.82865 -0.45127 -0.90836  -0.0127
4 O -0.27867 -1.51528 -0.95402  0.0050
5 N -0.19445 0.69688 -0.20715  0.1291
6 C -1.51244 0.81852 0.09641  -0.6051
7 N -1.97447 2.10818 0.16266  0.1552
8 O -2.23533 -0.13742 0.32706  0.0393
9 H 1.25384 -0.37945 1.79989  0.0831
10 H 1.12964 -2.05965 1.24553  0.0852
11 H -0.32775 -1.17038 1.70508  0.0802
12 H 2.32155 -1.41799 -0.93992  0.0892
13 H 2.45710 0.25475 -0.37297  0.0831
14 H 1.67559 -0.11098 -1.92933  0.0870
15 H -1.17574 -1.50070 -0.57492  0.0844
16 H 0.36448 1.51784 -0.36082  0.1379
17 H -2.97786 2.19735 0.19122  0.1053
18 H -1.48224 2.84629 -0.30466  0.0913

Force components x, y, z for each atom (eV/Å):
-0.0900 0.0131 -0.3388
0.2559 0.1875 0.4125
-0.4703 -0.0921 0.0656
-0.1032 -0.3520 -0.2347
0.2071 0.0273 -0.1421
0.3238 0.3267 -0.0383
-0.3549 0.1978 0.0891
-0.2623 -0.3319 0.0987
0.0800 0.0711 0.0761
0.0750 -0.1247 0.0134
-0.0592 -0.0108 0.0681
0.0686 -0.0656 0.0340
0.1059 0.0769 0.0740
-0.0100 0.0495 -0.0895
0.1102 0.0290 -0.0284
-0.0406 0.0039 0.0094
0.1006 -0.0476 -0.0112
0.0636 0.0418 -0.0580